Entry 1:
Entry from OMol25: a structure of composition C29H25F9N2O2S2TeTi (the ωB97M-V functional and the def2-TZVPD basis).

Calculated values
F_max in eV Å⁻¹: 2.40
Charge: -2

Last column: Löwdin charge in e.
Element x y z (Å)
Ti (0.50027, 0.32846, -0.29439)  0.6015
C (-0.81861, 1.71158, -2.92329)  -0.0929
C (-0.38187, 0.39281, -2.30714)  -0.4248
N (0.99493, 0.13344, -2.18620)  -0.2395
N (1.43400, -1.17647, -2.47261)  -0.0947
C (2.20261, -1.70424, -1.60947)  -1.1006
S (2.61131, -0.99064, -0.06351)  0.5222
S (2.86614, -3.31910, -2.03699)  0.8418
C (1.70944, -3.86583, -3.32405)  -0.4417
C (2.22457, -3.69109, -4.72962)  -0.2858
C (2.87670, -4.73178, -5.37912)  -0.0661
C (3.36278, -4.58137, -6.67478)  -0.1150
C (3.19837, -3.37657, -7.33900)  -0.1268
C (2.54408, -2.33206, -6.69999)  -0.0903
C (2.05971, -2.48495, -5.40597)  -0.0290
C (-1.28695, -0.78011, -2.43761)  -0.1484
C (-2.02327, -1.12848, -3.55936)  -0.0470
C (-2.77509, -2.30669, -3.59030)  -0.1340
C (-2.77582, -3.14296, -2.48109)  -0.1327
C (-2.04350, -2.80716, -1.34399)  -0.0248
C (-1.30715, -1.62674, -1.32041)  -0.3383
O (-0.61513, -1.22859, -0.25587)  -0.2079
H (0.05981, 2.30648, -3.16244)  0.0301
H (-1.45138, 2.29513, -2.25043)  0.0582
H (-1.39739, 1.55296, -3.84814)  0.0543
H (0.80086, -3.29047, -3.15193)  0.0674
H (1.53007, -4.91933, -3.10767)  0.0630
H (3.00474, -5.67667, -4.85847)  0.1035
H (3.86712, -5.40709, -7.16410)  0.0871
H (3.58175, -3.25082, -8.34480)  0.0860
H (2.41055, -1.38617, -7.21229)  0.0959
H (1.56568, -1.67085, -4.88707)  0.1036
H (-1.99528, -0.48513, -4.43322)  0.0960
H (-3.33869, -2.57185, -4.47735)  0.0770
H (-3.35584, -4.06020, -2.49283)  0.0811
H (-2.03645, -3.44605, -0.46676)  0.1068
F (-1.31879, -0.86206, 3.89091)  0.1346
C (-0.23174, -0.51366, 3.16259)  -0.5399
F (0.05924, -1.51648, 2.35734)  0.1743
F (0.78797, -0.37370, 4.03156)  0.1554
C (-0.48122, 0.82930, 2.37208)  -0.2661
O (0.47809, 1.11806, 1.45602)  -0.2872
C (-1.93935, 0.78761, 1.70150)  -0.5160
F (-2.47388, -0.42557, 1.63114)  0.1706
F (-2.84152, 1.56130, 2.33340)  0.1466
F (-1.82986, 1.27430, 0.44899)  0.1382
C (-0.45843, 2.01254, 3.41662)  -0.5522
F (-0.86994, 3.14755, 2.84108)  0.1653
F (0.77512, 2.24669, 3.85975)  0.1569
F (-1.23501, 1.79346, 4.49216)  0.1442
C (1.61605, 8.74894, 1.31289)  -0.0793
C (1.62565, 7.30338, 0.88046)  -0.3034
C (1.03973, 6.89968, -0.31306)  -0.0472
C (1.08664, 5.57323, -0.74910)  -0.3233
C (0.39632, 5.21369, -2.04290)  -0.1202
C (1.75917, 4.59880, 0.01506)  -0.4980
Te (2.11139, 2.64726, -0.81276)  0.9605
C (2.29244, 4.99074, 1.25864)  -0.3109
C (2.91186, 4.00333, 2.22307)  -0.0932
C (2.22851, 6.32714, 1.65972)  -0.0483
H (1.08937, 9.36979, 0.58542)  0.0606
H (2.63330, 9.13871, 1.40953)  0.0672
H (1.12599, 8.87869, 2.28229)  0.0674
H (0.52906, 7.63754, -0.92990)  0.0970
H (-0.13721, 6.07958, -2.44912)  0.0618
H (-0.31233, 4.39792, -1.88663)  0.0477
H (1.11338, 4.84917, -2.78363)  0.0521
H (3.02881, 3.02312, 1.76572)  0.0062
H (2.27225, 3.89187, 3.10161)  0.0624
H (3.89195, 4.35151, 2.56607)  0.0711
H (2.66256, 6.60543, 2.61933)  0.1094

Cartesian forces, eV/Å:
Ti -0.104 -0.084 -1.775
C 0.088 -0.295 -0.358
C 0.211 0.195 0.905
N 0.295 -0.690 -0.401
N -0.054 0.241 -0.531
C -0.041 -0.073 -0.298
S -0.140 -0.248 -0.228
S 0.200 0.097 0.424
C 0.145 0.093 -0.053
C -0.131 -0.005 0.131
C 0.075 -0.148 -0.126
C -0.028 -0.085 0.147
C 0.021 -0.003 -0.015
C -0.084 0.069 0.145
C 0.007 0.145 -0.128
C 0.179 0.212 -0.168
C -0.099 -0.080 -0.058
C 0.106 0.096 0.064
C 0.026 0.059 0.058
C -0.057 -0.176 0.009
C 0.038 0.042 0.243
O -0.124 -0.228 0.144
H 0.030 0.047 0.027
H -0.038 -0.012 0.030
H 0.103 0.026 0.065
H -0.082 -0.061 -0.088
H -0.062 -0.027 -0.095
H 0.012 0.028 -0.042
H 0.006 -0.004 0.023
H -0.015 0.002 -0.008
H 0.000 -0.002 0.032
H 0.021 -0.009 -0.012
H -0.027 -0.016 0.023
H -0.006 0.005 -0.002
H 0.017 0.007 -0.004
H -0.002 0.035 -0.045
F 0.104 -0.008 0.111
C -0.038 0.417 -0.140
F 0.019 -0.024 0.012
F -0.118 -0.035 -0.092
C 0.092 0.571 0.172
O -0.792 -0.391 2.231
C 0.361 0.251 0.061
F -0.044 -0.124 -0.086
F -0.044 -0.016 0.085
F -0.168 -0.123 0.176
C 0.071 -0.064 -0.502
F -0.099 0.060 -0.068
F 0.063 -0.201 0.131
F -0.133 -0.036 0.202
C -0.029 -0.041 0.004
C 0.002 -0.035 -0.062
C -0.015 -0.086 -0.023
C -0.018 0.038 0.019
C 0.073 0.094 0.054
C -0.033 -0.040 0.233
Te 0.193 0.596 -0.520
C -0.021 -0.006 0.054
C 0.034 0.141 -0.055
C -0.018 -0.095 -0.008
H 0.000 -0.007 0.012
H -0.011 0.006 -0.001
H 0.006 -0.011 -0.019
H 0.029 -0.033 0.022
H 0.034 -0.036 0.025
H 0.040 0.030 -0.005
H -0.040 0.013 0.048
H -0.016 0.009 0.009
H 0.054 0.033 -0.050
H -0.030 0.011 -0.031
H 0.000 -0.012 -0.034

***

Entry 2:
Entry from OMol25: a structure of composition C29H25InN4 (the ωB97M-V functional and the def2-TZVPD basis).

Calculated values
F_max in eV Å⁻¹: 0.52
Charge: +2

Last column: Löwdin charge in e.
Element x y z (Å)
In (-0.25510, -0.04748, 0.03040)  1.0587
C (-1.69705, -0.20137, -3.06747)  0.0000
C (-0.80585, -1.37974, -2.86134)  -0.2631
C (-0.79238, -2.41663, -3.78462)  0.0241
C (0.00336, -3.52032, -3.56437)  0.0155
C (0.78678, -3.56700, -2.42292)  0.0284
C (0.75838, -2.49788, -1.55003)  -0.1796
N (-0.02389, -1.42148, -1.76301)  0.0733
C (1.59222, -2.47567, -0.32275)  -0.1678
C (2.58685, -3.40490, -0.07521)  0.0395
C (3.33081, -3.28559, 1.08701)  0.0215
C (3.07156, -2.25081, 1.96545)  0.0377
C (2.06160, -1.34896, 1.66342)  -0.1612
N (1.34725, -1.48120, 0.53978)  0.0775
C (1.71804, -0.19563, 2.54320)  -0.1904
C (2.17094, -0.15851, 3.84853)  0.0208
C (1.83369, 0.92521, 4.64065)  0.0083
C (1.06540, 1.92743, 4.08991)  0.0190
C (0.63476, 1.83350, 2.77022)  -0.2636
C (-0.18903, 2.95396, 2.20994)  0.0008
N (0.94918, 0.77082, 2.00426)  0.1026
H (-1.11677, 0.67979, -3.34865)  0.0943
H (-2.28085, 0.02031, -2.17257)  0.0777
H (-2.40444, -0.39262, -3.87053)  0.1059
H (-1.42271, -2.35173, -4.65992)  0.1342
H (0.01019, -4.34420, -4.26543)  0.1354
H (1.39725, -4.43280, -2.22213)  0.1214
H (2.79967, -4.19591, -0.77629)  0.1236
H (4.12205, -3.99206, 1.29916)  0.1367
H (3.66951, -2.13659, 2.85535)  0.1245
H (2.75537, -0.96651, 4.25909)  0.1199
H (2.16519, 0.98007, 5.66873)  0.1332
H (0.78719, 2.79449, 4.67201)  0.1311
H (0.38167, 3.50731, 1.45824)  0.0970
H (-0.42871, 3.67058, 2.99086)  0.1004
H (-1.13149, 2.59001, 1.79812)  0.0712
N (-0.55330, 1.97008, -0.83847)  0.0579
C (-1.96786, 2.29827, -1.10177)  -0.2591
C (-2.18294, 3.07846, -2.23142)  -0.0402
C (-3.46127, 3.41895, -2.62889)  -0.0426
C (-4.53496, 2.96031, -1.88225)  -0.0350
C (-4.31198, 2.19056, -0.75570)  -0.0094
C (-3.03009, 1.83910, -0.30827)  -0.1308
C (-2.96360, 0.99573, 0.93975)  -0.2243
C (-3.91057, 1.22782, 1.93958)  -0.0276
C (-3.99204, 0.40559, 3.05236)  -0.0400
C (-3.12801, -0.67270, 3.18642)  -0.0571
C (-2.15484, -0.88234, 2.22161)  -0.1222
C (-2.05145, -0.05793, 1.09786)  -0.2100
H (-0.04516, 2.12333, -1.70634)  0.1099
H (-0.15955, 2.63322, -0.17505)  0.0756
H (-1.33279, 3.42537, -2.81020)  0.1260
H (-3.61392, 4.02553, -3.51075)  0.1215
H (-5.54822, 3.19515, -2.17835)  0.1223
H (-5.16423, 1.81701, -0.20586)  0.1225
H (-4.59208, 2.06416, 1.85571)  0.1220
H (-4.73644, 0.60595, 3.81144)  0.1195
H (-3.20553, -1.33071, 4.04189)  0.1162
H (-1.46344, -1.70873, 2.35799)  0.0964

Cartesian forces, eV/Å:
In -0.130 -0.350 0.365
C -0.022 0.003 -0.016
C 0.033 -0.068 0.088
C -0.018 -0.013 -0.014
C -0.001 -0.043 -0.039
C 0.022 0.021 0.016
C 0.042 0.029 -0.025
N -0.201 -0.058 -0.316
C 0.033 0.004 -0.005
C 0.005 0.017 0.041
C 0.017 -0.050 -0.025
C 0.005 0.059 0.006
C -0.093 0.098 0.033
N 0.212 0.054 -0.042
C -0.006 -0.100 -0.152
C -0.032 -0.016 -0.003
C -0.004 0.013 0.012
C 0.028 0.020 0.018
C -0.047 -0.077 0.036
C 0.043 -0.042 -0.068
N 0.103 0.163 0.090
H -0.025 -0.001 0.030
H 0.037 0.016 0.023
H 0.023 0.004 -0.028
H 0.000 0.004 0.003
H 0.000 0.006 0.003
H 0.000 -0.003 0.001
H 0.010 -0.002 0.007
H -0.001 0.004 -0.001
H 0.004 0.007 0.007
H 0.005 -0.011 -0.005
H -0.004 0.004 -0.004
H 0.005 -0.006 0.003
H -0.024 -0.002 -0.021
H -0.026 -0.012 0.013
H 0.021 0.007 -0.041
N 0.221 0.093 -0.124
C -0.060 0.052 0.054
C -0.026 -0.009 0.045
C -0.024 0.012 -0.005
C -0.002 -0.007 -0.001
C 0.011 -0.015 0.000
C 0.024 -0.005 0.069
C 0.120 0.096 -0.358
C -0.022 -0.033 0.056
C 0.039 -0.021 -0.021
C -0.068 0.071 -0.019
C 0.025 0.003 -0.027
C -0.268 0.006 0.298
H 0.029 0.034 0.013
H -0.046 0.029 0.045
H 0.003 0.003 0.012
H 0.002 0.001 0.007
H 0.005 -0.004 -0.001
H -0.008 0.006 -0.001
H 0.008 0.003 -0.008
H 0.005 -0.006 -0.002
H 0.019 0.002 -0.010
H 0.002 0.011 -0.007

***

Values for E, Ha, ordered as above
-4192.914553, -1528.832879
Values for highest occupied orbital energy, eV, ordered as above
-0.935, -13.843
Values for Kohn-Sham gap, eV, ordered as above
5.3, 7.3